1.
Molecular formula: C10H16Cl3HfNO3
Method: DFT, ωB97M-V/def2-TZVPD

XYZ file:
```
34
Properties=species:S:1:pos:R:3:forces:R:3
C -0.21823 -1.01328 -1.29287 -1.264 0.545 0.753
C -0.86826 0.21863 -1.56505 -0.106 -0.863 1.119
C -1.73344 0.51038 -0.47787 0.646 -1.139 -0.109
C -0.64297 1.07323 -2.74731 0.135 0.308 -0.148
C -1.65672 -0.56765 0.44426 0.725 0.063 -1.251
C -0.72396 -1.51436 -0.06187 -0.533 1.386 -0.673
C -0.38401 -2.80378 0.56246 0.103 -0.250 0.120
C 0.79378 -1.65793 -2.14692 0.276 -0.203 -0.270
C -2.57263 1.71795 -0.34501 -0.132 0.260 -0.015
C -2.43214 -0.68148 1.69431 -0.165 0.051 0.262
Hf 2.59963 1.35393 1.11671 0.353 -5.316 2.087
Cl 1.41769 2.65448 -0.19961 -1.731 2.265 -2.094
Cl 4.63021 1.61135 -0.11228 0.912 0.181 -0.449
Cl 0.76816 1.17520 2.72481 0.114 0.187 0.352
H -0.28165 0.47316 -3.58827 -0.036 0.160 -0.118
H 0.10662 1.84788 -2.53474 0.017 0.148 -0.264
H -1.56915 1.57974 -3.04271 0.052 0.048 -0.168
H -2.02527 2.60456 -0.68858 -0.149 0.119 0.088
H -2.85997 1.86837 0.70078 -0.049 0.152 -0.056
H -3.49443 1.64564 -0.94131 -0.168 0.188 0.012
H -2.40795 0.26576 2.24763 -0.089 -0.103 0.163
H -2.00966 -1.46374 2.33234 -0.138 0.079 0.125
H -3.48544 -0.93005 1.49381 -0.090 -0.035 0.230
H -0.50309 -2.74098 1.64996 0.072 -0.206 -0.002
H 0.65618 -3.06757 0.34466 -0.003 -0.159 0.064
H -1.04011 -3.60595 0.18764 0.165 -0.228 0.162
H 1.29384 -0.91104 -2.77645 0.049 -0.187 -0.015
H 0.33210 -2.41095 -2.80796 0.299 -0.115 -0.080
H 1.56307 -2.12714 -1.52308 0.003 -0.068 -0.211
O 2.22845 -0.73801 0.51829 1.355 2.654 1.205
H 2.50947 -1.32840 1.23770 -0.251 0.192 -0.285
O 4.24631 3.26194 3.72182 -0.407 -1.406 -0.919
N 3.77409 2.48918 2.89869 0.145 -0.151 0.303
O 3.98948 1.21092 2.97602 -0.109 1.441 0.082
```
Positions in Å, forces in eV/Å.

Output
HOMO level: 0.670 eV
Net charge: -2
E_LUMO: 5.33 eV
E: -2099.88286 Eh
HOMO-LUMO gap: 4.661 eV



2.
Molecular formula: C10H16ClI2NOPTl
Method: DFT, ωB97M-V/def2-TZVPD

XYZ file:
```
33
Properties=species:S:1:pos:R:3:forces:R:3
I 5.76359 0.43056 -1.70696 0.153 -0.977 -0.032
I 4.81314 -2.13939 -1.48720 0.597 0.684 -0.100
Tl 0.94316 -1.60640 0.19419 -0.216 -1.238 0.773
P -0.69978 -0.32738 -2.44437 -2.302 -0.287 -2.833
C 0.36484 -0.32604 -3.95124 0.365 -0.114 1.029
C -1.81787 -1.69975 -2.88528 -0.158 -0.439 0.535
H -2.49453 1.26076 -2.06460 0.087 0.002 -0.318
H -2.16290 1.04659 -3.83158 0.273 -0.223 0.433
H -1.08405 2.04855 -2.81788 -0.180 -0.191 -0.031
C -1.71353 1.14758 -2.82767 0.112 0.536 1.021
H -2.59064 -1.78736 -2.10725 0.187 -0.022 -0.490
H -2.26498 -1.54018 -3.88709 0.324 0.065 0.526
H -0.29085 -0.33474 -4.82467 0.042 -0.035 0.126
H 0.97138 -1.23170 -3.90747 0.191 0.104 -0.355
H -1.23789 -2.63356 -2.89909 -0.217 0.149 -0.047
H 0.98391 0.57091 -3.92538 0.067 -0.133 -0.308
C 1.74526 0.29516 -1.55493 5.991 0.431 2.007
O 2.83150 0.16944 -1.12508 -5.613 1.048 -2.047
Cl -1.66402 -0.89353 0.20162 0.150 0.327 -0.222
N 0.31492 1.27103 1.29302 -0.214 0.359 1.466
C 0.14269 0.95588 2.61470 -0.154 -0.359 -1.448
C 1.16670 0.22743 3.25933 0.854 -0.602 1.356
C 0.92689 -0.35912 4.49803 0.899 -0.080 -1.032
C -0.32489 -0.23456 5.12121 -0.504 0.768 0.474
C -1.33185 0.57062 4.52223 -0.070 0.228 -1.362
C -1.10713 1.12053 3.24470 -1.612 -0.393 1.393
H 1.18997 1.66627 1.00753 0.625 -0.086 -0.170
H -0.48056 1.55323 0.74448 -0.325 0.177 0.067
H 2.12944 0.08992 2.75062 -0.340 0.109 0.319
H 1.71165 -0.96648 4.96241 -0.341 0.305 -0.169
H -0.50293 -0.68032 6.11500 0.100 0.162 -0.716
H -2.31219 0.69116 5.01083 0.662 -0.011 -0.308
H -1.91848 1.64487 2.70786 0.568 -0.265 0.462
```
Positions in Å, forces in eV/Å.

Output
HOMO level (spin up / spin down): -14.254 / -14.254 eV
Net charge: +2
ΔE to the lowest compared entry with this formula, charge and spin: 0.0 kJ/mol
E_LUMO (spin up / spin down): -9.13 / -10.00 eV
E: -2089.40454 Eh
HOMO-LUMO gap (spin up / spin down): 5.124 / 4.252 eV



3.
Molecular formula: C10H16ClP
Method: DFT, ωB97M-V/def2-TZVPD

XYZ file:
```
28
Properties=species:S:1:pos:R:3:forces:R:3
C -2.45097 1.03443 -0.83166 0.740 -2.691 -1.405
C -1.12018 0.39176 -0.58707 0.432 2.356 0.174
C -0.17438 1.23273 -0.09729 1.751 -2.753 0.361
C -0.27561 2.66082 0.12506 0.773 0.693 -2.199
C 0.95863 0.35864 0.45017 -0.256 0.661 -0.833
C 1.46185 0.73335 1.82490 -4.175 -1.884 1.248
P 2.37270 0.74729 -0.88880 -2.447 -0.846 0.234
Cl 3.82529 -0.58649 -0.36588 0.647 -0.379 0.100
C 0.42362 -1.02523 0.24004 -0.209 0.215 -0.167
C 1.08306 -2.28247 0.63141 2.599 -0.073 0.900
C -0.71673 -0.99859 -0.49881 1.777 1.282 1.650
C -1.42842 -2.12506 -1.05960 1.939 1.567 -3.967
H -2.83549 0.68650 -1.78690 -0.670 -0.132 0.035
H -2.30664 2.06234 -0.92287 -0.237 1.614 0.218
H -3.02402 0.69712 0.00390 -1.139 0.266 0.358
H -1.04970 2.84820 0.74003 -2.829 0.699 2.474
H -0.55799 3.18053 -0.77226 -0.180 0.225 -0.816
H 0.50558 3.27599 0.47806 1.606 -0.149 0.602
H 2.02634 -0.07659 2.18587 1.255 -0.719 0.603
H 0.60345 0.87125 2.62797 1.381 -0.240 -1.744
H 1.95292 1.60873 1.74616 2.017 2.887 0.221
H 1.58572 -0.16236 -1.72399 0.861 0.724 0.026
H 1.21930 -2.83188 -0.27414 0.300 -0.853 -0.594
H 0.59333 -2.92946 1.33542 -0.949 -0.097 0.259
H 2.12128 -2.19733 1.11401 -1.404 0.330 -0.914
H -2.05095 -1.66389 -1.82096 -0.532 -0.709 -0.236
H -1.93371 -2.59666 -0.36998 -3.298 -2.425 3.585
H -0.80829 -2.91363 -1.50276 0.249 0.430 -0.172
```
Positions in Å, forces in eV/Å.

Output
HOMO level: -7.621 eV
Net charge: 0
ΔE to the lowest compared entry with this formula, charge and spin: 0.0 kJ/mol
E_LUMO: 0.73 eV
E: -1192.11512 Eh
HOMO-LUMO gap: 8.350 eV
SMILES string: CC1=C(C)C(C)(PCl)C(C)=C1C